1.
Density functional theory data (wB97M-V/def2-TZVPD) for one molecule with the formula C5H7NO.

Geometry as XYZ:
```
14
Properties=species:S:1:pos:R:3:forces:R:3:lowdin_charge:R:1
O -1.3805 -1.6961 1.1985 0.3 0.3 -0.2 0.13
N -0.4825 -1.2613 -2.0445 0.0 0.0 -0.1 0.10
C 0.8330 0.4115 0.8881 -0.1 -0.2 -0.1 -0.17
C -0.0806 -0.8892 -0.7700 0.0 0.2 0.1 -0.33
C 1.0832 -0.2592 -0.3252 -0.1 0.0 0.2 -0.06
C -0.1012 1.5850 1.0880 0.0 0.0 0.0 -0.12
C -0.7394 -1.0388 0.4592 -0.1 -0.2 0.1 -0.17
H -0.6084 -0.5170 -2.7154 0.0 -0.1 0.1 0.09
H -0.6648 1.4959 2.0203 0.0 0.0 0.0 0.07
H -1.2157 -1.9522 -2.0919 0.0 0.1 0.0 0.09
H -0.8193 1.6725 0.2715 0.0 0.0 0.0 0.08
H 1.6410 0.3931 1.6212 0.0 0.0 0.0 0.10
H 2.0656 -0.4644 -0.7454 0.0 0.0 0.0 0.11
H 0.4696 2.5201 1.1455 0.0 -0.1 0.0 0.07
```
Positions in Å, forces in eV/Å.

Gap between HOMO and LUMO = 8.59 eV
Electronic energy = -8833.288 eV
Max |F| = 0.5 eV Å⁻¹
HOMO = -7.82 eV
Relative energy (zero: lowest compared OMol25 entry of this formula, charge and spin) = 2.9147 eV
Structure (SMILES) = C/C=C\C(N)=C=O

***

2.
Density functional theory data (wB97M-V/def2-TZVPD) for a 4-piece molecular cluster, C17H40Cl2F2N2O9P2 overall in a non-equilibrium geometry.

Geometry as XYZ:
```
74
Properties=species:S:1:pos:R:3:forces:R:3:lowdin_charge:R:1
Cl 2.0909 4.7080 -2.6444 -0.3 0.1 -0.1 0.31
Cl 3.8458 4.0387 1.3282 0.0 0.0 0.1 0.63
P 5.9127 3.2057 -0.8822 0.3 0.0 -0.2 0.67
P 3.9022 4.0599 -1.6381 1.2 -0.3 0.5 0.51
F 3.9715 6.7585 -3.8461 0.4 0.1 0.1 0.12
F 4.3724 6.7476 0.1443 -0.1 -0.1 0.3 0.09
O -3.7681 0.4788 2.4890 0.0 0.0 0.0 -0.20
O 0.4984 -2.5177 -1.3311 0.0 0.0 0.0 -0.21
O 0.0225 0.0327 0.0479 0.1 0.0 -0.1 -0.21
O 6.7606 4.4978 -0.3239 -0.2 0.1 0.1 -0.36
O -6.2685 1.3854 3.7485 0.0 0.0 0.0 -0.19
O -2.6510 -6.1833 -0.4943 0.0 0.0 0.0 -0.19
O 5.8850 5.6823 -3.7257 -0.1 -0.2 -0.2 0.18
O 3.2976 7.7096 -1.4991 -0.3 0.6 -0.3 0.20
O 0.0610 -7.0584 -1.2744 0.0 0.0 0.0 -0.19
N 6.7135 3.0313 -2.3740 -0.5 -0.5 0.1 -0.22
N 4.5681 5.7629 -1.8394 -0.6 0.5 -0.5 -0.11
C -6.2831 2.5217 2.9062 0.0 0.0 0.0 -0.11
C -1.4767 -5.3929 -0.3958 -0.1 0.0 0.0 -0.20
C 1.1919 -2.0820 -0.1743 0.0 -0.1 0.0 -0.20
C -4.6931 -0.3632 3.1582 0.1 0.0 0.0 -0.20
C -2.7119 -7.2319 0.4513 0.0 0.0 0.0 -0.12
C 3.9797 6.8333 -1.1309 0.4 -0.7 0.1 -0.58
C 1.5059 3.5271 0.0525 -0.2 -0.1 0.1 -0.37
C -0.4571 -5.7484 -1.4532 0.1 0.0 0.0 -0.20
C 1.0038 2.8915 1.3582 -0.2 -0.1 -0.1 -0.12
C 4.8970 6.0562 -3.1994 -0.3 -0.2 0.2 -0.57
C 3.0054 3.3899 -0.1158 -0.2 0.0 -0.1 -0.85
C 0.3297 -1.1917 0.6917 0.0 0.1 0.1 -0.20
C -6.1079 0.1606 3.0549 -0.1 0.0 0.0 -0.21
C -3.0269 1.3163 3.3562 0.0 0.0 0.0 -0.11
C -1.2902 0.0816 -0.4864 -0.1 0.0 0.0 -0.09
C 0.8549 -1.8231 -2.5114 0.0 0.0 0.0 -0.10
C -0.4997 -8.0165 -2.1487 0.0 0.0 0.0 -0.12
H 0.8724 -0.9597 1.6141 0.0 0.0 0.0 0.13
H -2.0387 0.1191 0.3127 0.0 0.0 0.0 0.08
H 3.2761 2.3261 -0.1590 0.1 0.2 0.0 0.07
H -0.5904 -1.7191 0.9647 0.0 0.0 0.0 0.13
H 1.0329 3.0060 -0.7847 0.1 0.2 0.0 0.08
H -3.6799 1.8776 4.0289 0.0 0.0 0.0 0.09
H 1.6347 2.0497 1.6621 -0.1 0.1 0.0 0.07
H -6.7895 -0.5691 3.5024 0.0 0.0 0.0 0.13
H -1.5925 -8.0062 -2.1128 0.0 0.0 0.0 0.08
H -5.4130 2.5450 2.2448 0.0 0.0 0.0 0.08
H -0.1776 -7.8433 -3.1817 0.0 0.0 0.0 0.09
H 2.1099 -1.5545 -0.4551 0.0 0.0 0.0 0.13
H -3.5705 -7.8496 0.1931 0.0 0.0 0.0 0.09
H 4.0377 3.1569 -2.7212 -0.2 0.0 0.0 -0.01
H -1.4962 -0.7781 -1.1289 0.0 0.0 0.0 0.09
H -0.9065 -5.6485 -2.4473 0.0 0.0 0.0 0.13
H -6.2667 3.3991 3.5502 0.0 0.0 0.0 0.09
H 0.0067 2.4800 1.1823 0.1 0.1 0.1 0.06
H -7.1935 2.5484 2.2977 0.0 0.0 0.0 0.09
H 0.1593 -2.1323 -3.2895 0.0 0.0 0.0 0.09
H -4.6444 -1.3510 2.6897 0.0 0.0 0.0 0.13
H -2.3158 0.7340 3.9527 0.0 0.0 0.0 0.09
H 6.3813 4.8189 0.5069 0.1 0.0 -0.1 0.01
H -1.3648 0.9926 -1.0793 0.0 0.0 0.0 0.09
H -0.1410 -8.9939 -1.8300 0.0 0.0 0.0 0.09
H -1.7652 -4.3459 -0.5272 0.0 0.0 0.0 0.12
H 1.2231 4.5827 0.0135 0.0 -0.2 -0.1 0.09
H 0.9418 3.6179 2.1716 0.2 -0.1 -0.1 0.07
H -2.4708 2.0148 2.7323 0.0 0.0 0.0 0.08
H 6.2534 3.3510 -3.2182 0.3 0.3 0.0 0.00
H 0.7835 -0.7405 -2.3770 0.0 0.0 0.0 0.08
H -4.4156 -0.4727 4.2117 0.0 0.0 0.0 0.13
H 0.3732 -5.0423 -1.3854 0.0 0.0 0.0 0.11
H -1.0276 -5.5018 0.5980 0.0 0.0 0.0 0.13
H -6.3811 0.2784 2.0008 0.0 0.0 0.0 0.13
H -1.8082 -7.8468 0.4314 0.0 0.0 0.0 0.08
H -2.8527 -6.8404 1.4653 0.0 0.0 0.0 0.09
H 1.8725 -2.0794 -2.8254 0.0 0.0 0.0 0.09
H 7.0327 2.0783 -2.5030 0.0 0.2 0.0 0.02
H 1.4750 -2.9697 0.4007 0.0 0.0 0.0 0.13
```
Positions in Å, forces in eV/Å.

Gap between HOMO and LUMO = 8.14 eV
Electronic energy = -88739.473 eV
Max |F| = 1.3 eV Å⁻¹
HOMO = -8.41 eV
Relative energy (zero: lowest compared OMol25 entry of this formula, charge and spin) = 0.0000 eV
Structure (SMILES) = CC[C@H](Cl)[PH](Cl)(N(C(=O)F)C(=O)F)P(N)O.COCCOC.COCCOC.COCCOC

***

3.
Density functional theory data (wB97M-V/def2-TZVPD) for C29H26ClN2O3PPdS2 as an isolated structure.

Geometry as XYZ:
```
65
Properties=species:S:1:pos:R:3:forces:R:3:lowdin_charge:R:1
Pd 0.4282 -0.7418 0.5405 -0.3 0.1 0.7 0.85
Cl 3.2755 -0.4495 -1.1535 0.1 0.0 -0.3 0.73
S 0.1668 -5.3438 1.3961 0.0 0.0 0.0 0.94
S 2.5171 -3.5165 1.6261 0.0 0.0 -0.1 0.95
P 0.7604 1.3338 -0.2177 0.0 0.1 -0.3 1.00
O -3.8246 -0.0691 -0.7728 -0.1 0.0 0.0 0.05
O -1.5289 -0.8963 0.0335 0.0 -0.4 -0.4 -0.23
O 2.1222 -0.6899 1.5257 0.4 -0.1 -0.1 -0.57
N -1.2756 -3.1112 0.6781 0.0 0.3 -0.2 0.03
N 0.0547 -2.7511 0.9040 -0.1 0.3 0.1 -0.20
C -6.0833 -2.8876 -0.6999 0.0 0.0 0.0 -0.09
C 5.1067 2.8094 0.1846 0.0 0.0 0.0 -0.07
C -3.4115 -2.3574 -0.0901 0.1 -0.1 0.0 -0.08
C 2.7539 3.1918 0.4262 0.0 0.0 0.1 -0.08
C 0.9939 2.3072 -4.2004 0.0 0.0 0.0 -0.07
C 1.2789 2.2013 -2.8467 0.0 0.0 0.0 -0.08
C -5.2733 -3.9060 -0.2013 0.0 0.0 0.0 -0.09
C 2.4738 1.9208 -0.0715 -0.1 0.1 0.1 -0.39
C -4.2427 -1.3402 -0.5796 0.0 0.1 0.0 -0.26
C 0.8163 -3.7151 1.2585 -0.1 -0.1 0.0 -0.88
C -0.6989 0.8681 -2.5387 0.0 0.0 0.0 -0.07
C -0.9851 0.9827 -3.8898 0.0 0.0 0.0 -0.06
C -1.8329 4.5591 1.7810 0.0 0.0 0.0 -0.08
C 2.1350 0.0830 2.6884 -0.1 -0.2 0.0 -0.26
C -0.2709 2.6205 0.5398 0.0 0.0 0.0 -0.35
C -1.6253 4.6084 0.4108 0.0 0.0 0.0 -0.07
C 0.4318 1.4832 -2.0058 0.1 0.0 0.0 -0.35
C -3.9550 -3.6324 0.0966 0.0 0.0 0.0 -0.03
C 4.0594 3.6386 0.5563 0.0 0.0 0.0 -0.07
C 4.8480 1.5465 -0.3246 0.0 0.0 0.0 -0.10
C -0.1391 1.7011 -4.7230 0.0 0.0 0.0 -0.08
C 1.7012 -6.0566 2.0449 0.0 0.0 0.0 -0.53
C -0.4953 2.5682 1.9148 0.0 -0.1 0.0 -0.08
C 2.8564 -5.2880 1.4397 0.0 0.0 0.1 -0.53
C 3.5392 1.1091 -0.4524 0.1 -0.1 0.0 -0.65
C -1.9809 -2.1163 0.2232 0.0 -0.1 0.2 -0.40
C -5.5752 -1.6195 -0.8858 0.0 0.0 0.0 -0.02
C -0.8463 3.6424 -0.2106 0.0 0.0 0.0 -0.07
C -1.2684 3.5371 2.5329 0.0 0.0 0.0 -0.07
H 1.2331 -0.0424 3.3072 0.0 0.0 0.0 0.06
H -1.4404 3.4871 3.6001 0.0 0.0 0.0 0.11
H -0.6939 3.6822 -1.2815 0.0 0.0 0.0 0.11
H 5.6535 0.8929 -0.6287 0.0 0.0 0.0 0.11
H 4.2552 4.6270 0.9495 0.0 0.0 0.0 0.11
H -3.3040 -4.4054 0.4808 0.0 0.0 0.0 0.11
H 2.9852 -0.2427 3.2996 0.0 0.0 0.0 0.08
H 1.7214 -7.1080 1.7593 0.0 0.0 0.0 0.08
H -0.0729 1.7601 2.4994 0.0 0.0 0.0 0.09
H -1.3503 0.2863 -1.9018 0.0 0.0 0.0 0.08
H 2.2643 1.1587 2.4913 0.0 0.0 0.0 0.05
H -2.8972 -0.0350 -0.4596 0.0 0.0 0.0 0.05
H 3.7948 -5.4898 1.9564 0.0 0.0 0.0 0.08
H -6.1891 -0.8124 -1.2631 0.0 0.0 0.0 0.12
H 6.1311 3.1435 0.2847 0.0 0.0 0.0 0.11
H -2.4441 5.3110 2.2632 0.0 0.0 0.0 0.10
H 1.7069 -5.9812 3.1320 0.0 0.0 0.0 0.07
H -7.1203 -3.0867 -0.9399 0.0 0.0 0.0 0.10
H -0.3596 1.7832 -5.7795 0.0 0.0 0.0 0.10
H 1.9354 3.8343 0.7249 0.0 0.0 0.0 0.11
H 2.9728 -5.5285 0.3830 0.0 0.0 0.0 0.08
H -5.6710 -4.9001 -0.0495 0.0 0.0 0.0 0.10
H -1.8679 0.5013 -4.2897 0.0 0.0 0.0 0.11
H -2.0743 5.3965 -0.1793 0.0 0.0 0.0 0.11
H 1.6605 2.8639 -4.8462 0.0 0.0 0.0 0.10
H 2.1648 2.6800 -2.4500 0.0 0.0 0.0 0.11
```
Positions in Å, forces in eV/Å.

Gap between HOMO and LUMO = 8.10 eV
Electronic energy = -86579.833 eV
Max |F| = 0.8 eV Å⁻¹
HOMO = -7.72 eV
Relative energy (zero: lowest compared OMol25 entry of this formula, charge and spin) = 0.0000 eV

***

4.
Density functional theory data (wB97M-V/def2-TZVPD) for C20H24BrCuN4O4S2 as an isolated structure in a non-equilibrium geometry.

Geometry as XYZ:
```
56
Properties=species:S:1:pos:R:3:forces:R:3:lowdin_charge:R:1
Br 6.8243 -13.4156 4.5855 0.4 0.7 0.0 0.84
Cu 9.8744 -12.8959 4.5977 0.6 0.1 -0.4 0.28
S 12.5370 -21.5880 6.1648 -0.4 -0.5 -0.3 0.42
S 11.9891 -11.3234 3.5381 -0.6 -1.9 -0.5 0.98
O 13.1313 -22.0324 7.4146 0.2 0.0 -0.3 -0.36
O 11.7105 -22.5688 5.4575 1.0 0.0 -0.2 -0.37
O 13.3995 -20.7393 5.3356 -0.9 -0.6 0.7 -0.38
O 11.5705 -12.8458 3.2609 1.0 2.9 0.4 -0.54
N 10.1591 -14.6194 5.3542 0.7 -0.1 0.0 -0.06
N 8.7748 -11.3605 4.8884 -0.5 0.7 0.0 -0.05
N 10.3044 -21.2529 7.5807 -0.4 0.9 0.2 0.14
N 11.0925 -19.3873 6.3110 -0.9 1.0 1.0 0.16
C 12.0354 -8.6238 1.6241 -0.5 0.2 0.2 -0.12
C 9.1498 -10.0631 5.0529 -0.2 -0.3 0.3 -0.10
C 13.2513 -10.7941 2.3204 0.5 -0.3 0.5 -0.33
C 9.3334 -20.4670 8.0220 -0.6 -0.8 0.3 -0.12
C 8.2259 -9.0342 5.2131 0.5 0.0 -0.2 -0.04
C 12.9648 -11.3334 5.0610 -0.1 0.1 0.3 -0.36
C 11.1360 -20.6312 6.7640 1.7 0.3 -1.0 -0.38
C 10.1444 -18.5922 6.8407 -0.2 -1.3 0.2 -0.22
C 13.3226 -9.2809 2.1432 -0.2 0.4 -0.3 -0.30
C 14.6253 -12.4921 6.5357 -0.2 0.0 0.9 -0.10
C 9.3143 -16.2231 6.8973 -0.6 0.8 0.2 0.01
C 9.1754 -19.1198 7.7103 0.4 0.4 -0.2 0.00
C 13.9047 -12.5122 5.1938 0.6 -0.1 -0.5 -0.29
C 9.3527 -14.9269 6.3622 -0.1 -1.5 0.7 -0.17
C 11.0692 -15.5201 4.9172 0.1 -0.3 0.4 -0.08
C 10.1914 -17.1883 6.4080 -0.2 0.4 -0.2 -0.13
C 6.8740 -9.3374 5.3008 -0.3 -0.5 0.0 -0.04
C 6.4914 -10.6725 5.1738 -0.4 0.1 -0.1 -0.10
C 7.4679 -11.6319 4.9196 -0.6 0.2 0.0 -0.66
C 11.1414 -16.8003 5.4517 0.0 0.4 -0.2 0.04
H 8.3453 -18.5385 8.1249 0.4 -0.3 -0.2 0.10
H 15.0334 -11.4881 6.7630 -0.1 -0.5 -0.2 0.08
H 11.7772 -15.1709 4.1520 -0.5 -0.2 0.3 0.11
H 6.1081 -8.5772 5.4825 0.4 -0.2 -0.1 0.12
H 8.6388 -21.0182 8.6512 -0.2 0.5 0.1 0.11
H 5.4383 -10.9890 5.2221 0.7 0.3 0.0 0.11
H 8.5777 -8.0036 5.2251 -0.1 -0.3 0.2 0.12
H 10.2345 -9.8780 5.1264 -0.8 -0.1 -0.3 0.10
H 13.5367 -10.4053 5.0874 -0.1 0.2 -0.1 0.10
H 13.9218 -12.7396 7.3617 0.4 0.2 -0.5 0.09
H 11.7174 -9.0567 0.6633 0.1 0.0 0.3 0.08
H 15.4467 -13.2237 6.5958 -0.3 0.3 -0.2 0.08
H 14.6694 -12.4428 4.3927 -0.5 -0.2 0.3 0.11
H 12.2344 -11.2873 5.8895 0.2 -0.1 -0.3 0.10
H 12.2142 -7.5556 1.4275 -0.1 -0.3 0.2 0.08
H 14.1090 -9.0444 1.3995 -0.2 -0.4 0.4 0.12
H 13.6580 -8.8175 3.0784 -0.1 0.0 -0.1 0.10
H 11.9081 -17.5130 5.1444 -0.3 0.1 0.0 0.13
H 8.5522 -16.4189 7.6807 0.8 0.0 -0.6 0.12
H 14.2371 -11.1721 2.6511 -0.5 -0.1 -0.4 0.10
H 11.1724 -8.7052 2.3307 0.7 0.0 -0.5 0.06
H 12.9192 -11.2766 1.4090 0.1 -0.2 -0.2 0.10
H 8.7016 -14.1509 6.7702 0.2 -0.2 -0.3 0.09
H 13.3340 -13.4325 5.0491 0.2 0.0 0.0 0.09
```
Positions in Å, forces in eV/Å.

Gap between HOMO and LUMO = 5.52 eV
Electronic energy = -171630.302 eV
Max |F| = 3.1 eV Å⁻¹
HOMO = -6.90 eV
Relative energy (zero: lowest compared OMol25 entry of this formula, charge and spin) = 0.0000 eV

***

5.
Density functional theory data (wB97M-V/def2-TZVPD) for one molecule with the formula C2H2N2O in a non-equilibrium geometry.

Geometry as XYZ:
```
7
Properties=species:S:1:pos:R:3:forces:R:3:lowdin_charge:R:1
O -0.3934 -2.0161 -0.8982 -0.9 -2.2 -0.1 0.11
N -3.0838 -0.3050 1.3923 -0.3 0.1 -0.4 0.16
N -0.7797 -0.1471 0.3292 -3.4 1.2 2.1 0.08
C -2.1160 -0.2601 0.7751 2.6 -0.6 0.0 -0.22
C -0.0641 -0.9698 -0.4698 -1.7 -0.1 -0.5 -0.37
H -0.3687 0.6830 0.7230 0.4 0.1 -0.3 0.14
H 0.7172 -0.4626 -0.8808 3.2 1.5 -0.7 0.11
```
Positions in Å, forces in eV/Å.

Gap between HOMO and LUMO = 11.44 eV
Electronic energy = -7132.814 eV
Max |F| = 4.1 eV Å⁻¹
HOMO = -11.10 eV
Relative energy (zero: lowest compared OMol25 entry of this formula, charge and spin) = 1.0297 eV
Structure (SMILES) = N#CNC=O

***

6.
Density functional theory data (wB97M-V/def2-TZVPD) for one molecule with the formula C17H27ClN2O3S2.

Geometry as XYZ:
```
52
Properties=species:S:1:pos:R:3:forces:R:3:lowdin_charge:R:1
Cl 4.7856 2.7577 0.1889 0.0 0.0 0.0 0.69
S 5.8195 -0.0071 0.4111 0.0 0.0 0.0 1.01
S -1.9655 -1.2843 -1.3036 0.0 0.0 0.0 0.96
O -3.5511 -2.6041 1.3519 0.0 0.0 0.0 0.05
O -1.7543 2.7273 0.4319 0.0 0.1 -0.1 -0.13
O 1.2168 0.9060 1.4011 0.0 0.0 0.0 0.08
N -2.9380 -0.4919 1.8309 0.0 0.0 0.0 -0.09
N 1.6629 2.0560 -0.4885 0.0 0.0 -0.1 -0.10
C 4.7552 -1.3413 0.5666 0.0 0.0 0.0 -0.37
C -2.7156 1.7265 0.7207 0.0 0.0 0.0 -0.19
C -1.1051 -3.3668 0.3370 0.0 0.0 0.0 -0.10
C 3.4463 -0.9784 0.5552 0.0 0.0 0.0 -0.31
C 0.5355 2.9448 -0.2379 0.0 0.0 0.1 -0.10
C -2.1098 0.6884 1.6659 0.0 0.0 0.0 -0.14
C 4.4953 1.0702 0.3073 0.0 0.0 0.0 -0.97
C -0.5093 -0.4698 -3.4393 0.0 0.0 0.0 -0.17
C -0.8307 2.3390 -0.5689 0.0 -0.1 0.0 -0.19
C 3.2887 0.4383 0.3829 0.0 0.0 0.0 -0.22
C 2.2629 2.1148 -1.8085 0.0 0.0 0.0 -0.05
C 2.3067 -1.9377 0.7072 0.0 0.0 0.0 -0.03
C -1.5048 -1.9009 0.3524 0.0 0.0 0.0 -0.53
C -0.3357 -1.1164 -2.0725 0.0 0.0 0.0 -0.54
C -2.7470 -1.6945 1.2248 0.0 0.0 0.0 -0.51
C 1.9678 1.1369 0.4611 0.0 0.0 0.0 -0.42
C -4.1636 -0.3325 2.5990 0.0 0.0 0.0 -0.03
H 1.5064 1.9149 -2.5724 0.0 0.0 0.0 0.09
H -1.1989 2.6617 -1.5500 0.0 0.0 0.0 0.13
H 0.4509 -0.3856 -3.9494 0.0 0.0 0.0 0.07
H -1.9426 -3.9793 0.0129 0.0 0.0 0.0 0.08
H -1.1207 0.4191 1.3106 0.0 0.0 0.0 0.08
H -4.3795 -1.2494 3.1409 0.0 0.0 0.0 0.09
H -0.6730 -1.2887 0.7020 0.0 0.0 0.0 0.08
H 0.5238 3.1809 0.8252 0.0 0.0 0.0 0.13
H -0.9401 0.5284 -3.3452 0.0 0.0 0.0 0.06
H 0.7155 3.8650 -0.7945 0.0 0.0 0.0 0.13
H -0.2606 -3.5263 -0.3341 0.0 0.0 0.0 0.06
H -4.0280 0.4883 3.3021 0.0 0.0 0.0 0.09
H 0.3006 -0.4998 -1.4317 0.0 0.0 0.0 0.05
H 2.6915 3.1013 -1.9928 0.0 0.0 0.0 0.08
H -3.5623 2.2342 1.1848 0.0 0.0 0.0 0.13
H -3.0654 1.2383 -0.1946 0.0 0.0 0.0 0.11
H -0.8122 -3.6884 1.3386 0.0 0.0 0.0 0.09
H 2.6768 -2.9459 0.8885 0.0 0.0 0.0 0.09
H 1.6914 -1.9621 -0.1934 0.0 0.0 0.0 0.06
H -1.9557 1.1470 2.6457 0.0 0.0 0.0 0.14
H 0.1288 -2.0986 -2.1703 0.0 0.0 0.0 0.07
H 5.1527 -2.3382 0.6723 0.0 0.0 0.0 0.08
H 3.0475 1.3695 -1.9037 0.0 0.0 0.0 0.09
H 1.6676 -1.6411 1.5384 0.0 0.0 0.0 0.08
H -1.1733 -1.0632 -4.0686 0.0 0.0 0.0 0.07
H -0.7339 1.2505 -0.5949 0.0 0.0 0.0 0.08
H -5.0201 -0.1131 1.9565 0.0 0.0 0.0 0.10
```
Positions in Å, forces in eV/Å.

Gap between HOMO and LUMO = 9.19 eV
Electronic energy = -61383.131 eV
Max |F| = 0.1 eV Å⁻¹
HOMO = -8.71 eV
Relative energy (zero: lowest compared OMol25 entry of this formula, charge and spin) = 0.1144 eV
Structure (SMILES) = CCS[C@H](C)C(=O)N(C)CCOCCN(C)C(=O)c1c(C)csc1Cl